No. 1
# C14H37I2OP2ScSi2

A structure of composition C14H37I2OP2ScSi2 at a distorted geometry (ωB97M-V with the def2-TZVPD basis set, the Open Molecules 2025 dataset).

```
59
Properties=species:S:1:pos:R:3:forces:R:3
I 4.674165 0.074987 -4.124372 -0.246 -0.841 2.185
I 4.276743 -1.018291 -1.199109 0.476 0.475 -1.933
Sc 1.148420 -0.488630 -0.273006 -2.104 0.127 4.681
P 2.038861 2.011073 0.428698 0.314 1.734 0.280
C 3.549130 2.283084 -0.572559 0.540 -0.152 0.579
C 1.074209 3.527938 -0.057352 -0.410 -0.363 -0.021
H 1.425160 4.396009 0.536417 0.072 -0.475 -0.615
H 2.780518 3.656322 2.087396 0.179 -0.639 -0.175
H 0.002548 3.418606 0.174303 0.446 -0.049 -0.247
H 1.878099 2.387458 2.910019 0.237 -0.112 -0.458
H 3.304454 2.323880 -1.649491 0.229 0.288 0.511
H 1.204120 3.669480 -1.149830 -0.150 0.173 0.672
C 2.625435 2.560210 2.114953 -0.111 -0.450 0.289
H 4.006194 3.208287 -0.164750 -0.139 -0.371 -0.729
H 3.555908 2.028660 2.398161 -0.472 0.366 -0.169
H 4.247587 1.433789 -0.412985 -0.396 1.029 -0.017
P 0.470312 -2.497994 -1.544256 -1.269 -1.378 -1.438
C 1.743597 -2.801553 -2.781410 0.449 -0.858 0.189
C 0.143023 -4.153446 -0.806274 0.328 0.516 0.521
H -1.832206 -1.809219 -2.065015 0.317 -0.244 -0.315
H -1.328517 -3.319171 -2.909178 0.132 0.638 -0.209
H -0.723716 -1.666446 -3.477790 -0.370 -0.472 0.270
C -1.013122 -2.300345 -2.617803 -0.013 0.384 0.314
H -0.563504 -4.019845 0.041432 0.410 -0.266 -0.520
H -0.323994 -4.771953 -1.603864 0.533 0.187 0.661
H 1.426379 -3.786894 -3.189165 0.641 0.780 -0.514
H 2.718947 -2.890844 -2.260858 -0.698 -0.345 -0.618
H 1.118640 -4.536417 -0.427110 -0.858 -0.127 -0.294
H 1.820190 -1.957241 -3.495157 -0.175 -0.786 0.091
C 1.287694 0.445459 -2.181431 0.662 2.830 -6.696
O 1.450613 0.875420 -3.241832 -0.800 -1.585 4.214
C -2.594924 2.465332 0.899910 0.096 -0.671 0.107
Si -2.333531 0.927318 -0.152576 -1.345 1.075 -1.580
C -4.072769 0.173507 -0.419255 0.775 -0.053 0.441
C -1.837343 1.579518 -1.877069 -0.232 -0.434 0.777
C -1.082393 -0.302849 0.370215 1.403 -1.250 0.385
Si -0.780217 -0.767177 2.197461 -1.886 0.235 -1.410
C -1.930653 -2.127033 2.812159 0.348 -0.177 -0.189
C 0.945543 -1.434421 2.154253 1.146 -0.868 0.223
C -0.925254 0.599757 3.404586 0.251 -0.062 -0.004
H -3.333014 3.100227 0.382472 0.378 -0.115 0.250
H -1.675199 3.015950 1.130060 -0.391 0.032 0.055
H -3.040140 2.097452 1.831160 0.000 0.439 0.041
H -4.776705 0.902114 -0.871970 0.453 -0.456 0.270
H -3.972756 -0.720009 -1.073118 -0.365 0.423 0.456
H -4.430381 -0.105980 0.592305 -0.189 -0.138 -0.656
H -0.970160 2.228943 -1.722655 -0.056 0.156 -0.447
H -1.600523 0.739630 -2.532569 0.139 0.047 -0.169
H -2.696546 2.108234 -2.305108 0.408 0.173 -0.028
H -1.528358 -1.285500 0.048998 0.287 0.513 -0.065
H -1.862711 -3.028545 2.187789 -0.127 0.124 0.160
H -1.710149 -2.418667 3.849247 0.032 0.082 -0.246
H -2.969990 -1.775969 2.796893 0.196 -0.015 -0.089
H 1.792937 -0.854564 1.693755 -0.014 -0.286 1.016
H 1.095643 -1.448259 3.234214 0.858 0.185 0.100
H 1.040725 -2.504755 1.904005 -0.004 0.309 -0.332
H -0.293774 1.443022 3.154099 0.092 0.326 0.205
H -1.959636 0.919791 3.440863 -0.179 0.177 0.006
H -0.683608 0.190561 4.383094 0.173 0.214 0.230
```
Forces are in eV/Å.

**Energy**: -88386.4395 eV
**Frontier orbital gap (alpha / beta)**: 0.161 / 0.161 hartree
**Largest force on an atom**: 7.3 eV/Å
**Lowest unoccupied orbital energy (alpha / beta)**: -9.8 / -9.8 eV
**Charge**: +2
**2S+1**: 1

Löwdin atomic charge list, values in e, 4 entries: I 0.41; I 0.54; Sc 0.38; P 0.80


No. 2
# C14H37IN5O8PSb

A structure of composition C14H37IN5O8PSb at a distorted geometry (ωB97M-V with the def2-TZVPD basis set, the Open Molecules 2025 dataset).

```
67
Properties=species:S:1:pos:R:3:forces:R:3
C 1.825635 2.982682 2.715890 -0.709 0.186 -0.257
C 1.755467 4.117400 1.687517 0.716 0.106 0.756
O 2.348640 3.777990 0.434762 -0.195 -0.384 -0.359
C 1.455244 3.420413 -0.573928 -0.191 0.165 -0.294
O 0.968227 4.275902 -1.250950 -0.025 0.258 -0.046
C 1.198590 1.951169 -0.793776 0.306 0.245 0.566
C -0.293282 1.590449 -0.699406 0.606 -0.070 0.116
C -0.841513 1.921742 0.674584 -0.259 0.127 -0.994
Sb -2.873226 1.191955 1.154431 0.947 -0.310 2.161
I -3.435714 0.347299 -1.490025 -0.349 -0.267 -0.803
P -3.946122 3.516890 0.739389 -1.101 -0.420 -0.920
N -5.379483 3.435142 0.128678 0.172 0.007 0.205
O -4.064851 4.327699 2.170809 0.534 0.400 -0.322
O -2.974247 4.493407 -0.174150 0.006 0.010 0.810
H 2.217007 2.081621 2.264384 0.283 -0.153 -0.007
H 2.405801 3.281280 3.578659 0.319 -0.095 0.120
H 0.827396 2.745461 3.063962 -0.200 -0.141 0.135
H 0.752271 4.511069 1.578563 -0.250 -0.076 -0.338
H 2.361625 4.926520 2.080130 0.081 0.332 -0.132
H 1.772584 1.417883 -0.043163 0.035 -0.314 0.082
H 1.598921 1.688058 -1.767380 0.059 -0.013 -0.289
H -0.823351 2.085337 -1.502499 -0.236 0.117 -0.089
H -0.337190 0.520032 -0.870815 -0.227 -0.235 -0.118
H -0.179419 1.465118 1.399620 -0.120 -0.098 0.512
H -0.867468 3.005258 0.774773 -0.039 0.213 0.309
H -4.447769 0.612539 1.638783 -0.153 0.289 -0.351
H -2.186739 -0.327292 1.586450 -0.157 -0.035 -0.234
H -2.614533 1.726298 2.828875 0.043 0.170 -0.107
H -5.584286 2.451913 -0.024700 -0.233 0.022 -0.155
H -3.193109 4.461913 2.561368 0.019 -0.124 0.191
H -2.833947 5.323422 0.291995 0.086 0.250 -0.157
O 7.021674 5.248084 -2.578303 0.007 -0.044 -0.060
C 5.900546 4.879395 -2.275069 0.006 0.040 0.049
N 5.251880 5.379756 -1.194521 -0.101 0.025 0.083
C 5.143132 3.841905 -3.069809 -0.160 0.007 0.134
H 4.327652 5.089991 -0.920941 0.004 -0.060 -0.017
H 5.727627 6.072024 -0.643227 0.007 0.008 0.004
H 5.718185 2.917953 -3.080790 0.049 0.021 -0.070
H 5.023712 4.198648 -4.090963 0.071 -0.032 -0.027
H 4.157906 3.638211 -2.651984 -0.008 -0.008 -0.025
O -0.831457 -2.112121 0.931667 0.483 -0.114 -0.071
C -1.129522 -3.272550 1.097583 -0.200 0.011 -0.040
N -2.396741 -3.620250 1.474475 -0.082 0.035 0.109
C -0.160005 -4.414452 0.903385 -0.153 -0.066 -0.110
H -2.687417 -4.567285 1.615723 0.064 -0.045 -0.060
H -3.063170 -2.876108 1.601242 0.015 0.035 -0.064
H 0.679327 -4.287753 1.580100 0.035 0.015 -0.009
H 0.196990 -4.396300 -0.125723 0.015 0.086 0.004
H -0.620672 -5.382997 1.099681 0.046 -0.016 0.018
O -1.263463 -2.323626 -3.528472 0.226 -0.170 -0.074
C -1.830056 -2.317922 -4.599230 -0.172 0.087 0.067
N -3.163827 -2.067573 -4.703739 -0.097 -0.134 0.135
C -1.107128 -2.588151 -5.902168 -0.171 0.039 -0.124
H -3.655794 -2.061491 -5.575581 0.079 0.034 -0.058
H -3.673201 -1.875288 -3.854376 0.074 0.148 0.038
H -0.658623 -3.578912 -5.857230 0.074 0.027 0.038
H -0.320286 -1.846889 -6.027478 0.056 -0.040 0.046
H -1.772834 -2.542476 -6.764544 0.028 -0.003 -0.019
O 0.801154 -5.837702 3.482691 0.151 -0.040 0.087
C 0.487971 -6.998123 3.636912 -0.094 0.010 0.041
N -0.775443 -7.347315 4.014418 -0.058 0.045 -0.014
C 1.455092 -8.139505 3.424385 -0.164 -0.145 0.045
H -1.067304 -8.295904 4.149180 0.060 -0.034 -0.017
H -1.438365 -6.605899 4.164655 0.006 0.013 0.017
H 2.299152 -8.015418 4.099741 0.047 0.055 -0.055
H 1.814219 -8.108830 2.397566 0.065 0.060 0.016
H 0.997926 -9.111698 3.607916 0.027 -0.010 -0.008
```
Forces are in eV/Å.

**Energy**: -62878.0406 eV
**Frontier orbital gap**: 0.223 hartree
**Largest force on an atom**: 2.4 eV/Å
**Lowest unoccupied orbital energy**: 1.9 eV
**Charge**: -1
**2S+1**: 1

Löwdin atomic charge list, values in e, 4 entries: C -0.06; C -0.23; O -0.07; C -0.48


No. 3
# C14H37LiN3O4

A structure of composition C14H37LiN3O4 at a distorted geometry (ωB97M-V with the def2-TZVPD basis set, the Open Molecules 2025 dataset).

```
59
Properties=species:S:1:pos:R:3:forces:R:3
Li -0.955526 -0.437574 -0.443421 -0.066 -0.047 0.161
C -0.374342 3.241017 -1.487212 -0.513 0.432 1.229
C 0.440748 2.153092 -2.129249 -0.686 -0.390 -0.201
C 1.857104 2.158122 -1.629703 0.148 0.548 0.090
O 2.565642 1.132437 -2.269883 0.011 -0.264 -0.093
C 3.974805 1.277817 -2.283141 0.257 -0.202 -0.041
N -0.188509 0.808652 -1.886969 0.406 0.450 -0.671
H -1.399490 3.313930 -1.857215 0.140 -0.104 -0.263
H 0.066634 4.238564 -1.531774 0.141 -0.107 -0.435
H -0.481004 3.064120 -0.404162 0.096 -0.211 -0.221
H 0.451631 2.302451 -3.213377 0.251 0.155 0.006
H 1.886950 2.055226 -0.538075 -0.035 -0.070 -0.014
H 2.289034 3.139595 -1.863421 0.023 -0.054 -0.050
H 4.293796 2.205577 -1.808090 -0.015 0.024 0.020
H 4.332791 1.268164 -3.314302 -0.065 0.067 0.007
H 4.443375 0.436590 -1.763992 -0.046 0.069 0.072
H 0.499410 0.147231 -2.263962 -0.330 0.210 0.306
H -0.957064 0.762394 -2.557350 -0.042 -0.040 0.121
C -3.375655 -2.434855 1.085573 0.685 0.225 0.081
C -3.529758 -1.773908 -0.283098 -0.723 -0.944 0.254
C -3.834803 -0.302686 -0.177780 -0.027 0.643 -0.743
O -2.769939 0.357886 0.466608 0.558 -0.073 0.119
C -3.076946 1.673041 0.895376 -0.311 0.048 0.012
N -2.308720 -1.995427 -1.080798 -0.142 0.628 0.056
H -4.285428 -2.379737 1.677807 -0.055 0.115 -0.023
H -2.561742 -1.933875 1.622572 -0.224 -0.004 0.093
H -3.085026 -3.485709 1.023208 -0.162 -0.010 -0.245
H -4.413444 -2.223254 -0.762486 0.151 0.042 -0.067
H -4.789944 -0.095631 0.314601 0.061 -0.268 0.230
H -3.929522 0.126040 -1.193548 -0.086 -0.124 0.083
H -3.507925 2.275897 0.087556 0.130 -0.069 -0.057
H -2.155063 2.131109 1.238944 0.036 0.014 0.045
H -3.804518 1.646987 1.713742 0.094 -0.020 -0.005
H -2.046678 -2.973452 -1.054810 0.077 0.022 0.022
H -2.500120 -1.774182 -2.054748 0.019 -0.112 0.010
C 1.387437 0.640863 5.036247 0.269 -0.076 0.508
O 0.888997 0.455212 3.730878 -0.033 0.220 -0.180
C 1.883173 0.208835 2.757997 -0.271 -0.314 0.142
C 1.185383 0.277280 1.412830 0.096 0.135 0.224
N 0.201279 -0.801864 1.189863 0.321 0.186 0.134
C 0.833396 -2.099429 0.937520 -0.388 -0.382 0.808
C 1.633593 -2.131292 -0.316206 1.035 -0.989 -0.397
O 0.796780 -1.828647 -1.410418 0.192 0.113 0.091
C 1.494233 -1.913142 -2.642171 0.032 -0.688 -0.151
H 0.780510 1.385577 5.549427 -0.116 -0.068 -0.077
H 2.421532 1.004458 5.037195 -0.080 0.007 -0.130
H 1.364963 -0.290374 5.613640 -0.024 0.021 -0.097
H 2.320945 -0.787228 2.921708 0.126 0.105 -0.029
H 2.688366 0.949143 2.826577 -0.045 0.030 -0.075
H 1.940420 0.283787 0.626126 -0.185 -0.105 -0.091
H 0.651787 1.230448 1.375024 0.029 -0.015 -0.073
H -0.305587 -0.898001 2.067728 -0.192 0.174 -0.145
H 0.043649 -2.854709 0.868116 -0.072 0.147 -0.150
H 1.424572 -2.430862 1.798386 0.343 0.053 -0.191
H 2.063979 -3.146028 -0.430224 -0.348 0.113 0.009
H 2.543732 -1.508125 -0.302455 -0.421 0.334 -0.003
H 0.872282 -1.455609 -3.408151 0.106 0.145 -0.063
H 1.640357 -2.962402 -2.936383 0.010 0.107 0.148
H 2.473477 -1.433542 -2.576704 -0.140 0.169 -0.098
```
Forces are in eV/Å.

**Energy**: -27978.9623 eV
**Frontier orbital gap**: 0.374 hartree
**Largest force on an atom**: 1.5 eV/Å
**Lowest unoccupied orbital energy**: -2.2 eV
**Charge**: +1
**2S+1**: 1

Löwdin atomic charge list, values in e, 4 entries: Li 0.58; C -0.05; C -0.40; C -0.22


No. 4
# C14H37MnN2O5

A structure of composition C14H37MnN2O5 at a distorted geometry (ωB97M-V with the def2-TZVPD basis set, the Open Molecules 2025 dataset).

```
59
Properties=species:S:1:pos:R:3:forces:R:3
Mn 1.538249 -9.912937 24.370174 0.000 3.133 0.190
C 3.544202 -9.304756 28.223281 -1.426 0.474 0.406
C 2.790368 -8.372859 27.216634 0.952 -1.603 -1.508
O 1.840470 -9.045266 26.415796 -0.124 -0.345 -0.192
H 2.834275 -9.923797 28.771811 -0.254 -0.314 -0.247
H 3.993017 -8.739458 29.040042 0.561 0.232 -0.265
H 4.263899 -9.952626 27.722902 0.072 0.110 0.007
H 3.609550 -8.077603 26.560991 0.401 0.541 -0.375
H 2.473798 -7.425912 27.653874 -0.650 -0.139 0.437
C -2.335677 -9.813031 23.391192 1.144 -0.496 -1.095
C -1.625835 -10.766273 24.371888 -0.578 0.900 2.053
O -0.510110 -10.304726 25.121757 -0.822 -0.500 -1.075
H -2.839923 -10.439087 22.655063 -0.180 -0.083 0.030
H -1.576254 -9.283269 22.816099 0.178 0.020 -0.008
H -3.048291 -9.049097 23.702147 0.201 -0.401 0.920
H -1.266823 -11.713917 23.970416 0.485 0.014 -0.938
H -2.304600 -11.184376 25.115248 -0.573 0.281 0.155
C 2.149475 -8.915050 20.175212 0.038 -0.249 -1.048
C 0.941886 -8.947120 21.089471 -0.037 -0.420 1.475
O 1.300872 -9.085702 22.460412 -0.347 -0.037 -0.013
H 1.860870 -8.881537 19.124648 -0.461 -0.148 -0.202
H 2.729838 -9.834199 20.255481 0.063 -0.080 0.300
H 2.849387 -8.080033 20.206340 -0.182 0.219 0.870
H 0.223617 -9.712314 20.795075 0.478 -1.279 -0.235
H 0.210723 -8.166316 20.880071 0.510 1.440 0.337
C 1.535153 -6.112903 24.700709 -1.908 -0.032 1.241
C 0.204620 -5.607659 23.935915 2.816 -0.603 0.808
C 0.646400 -4.993003 22.603813 -0.682 1.711 1.499
O 1.428615 -3.723622 22.767636 -0.223 -1.493 0.418
C 0.751567 -2.681791 23.476769 -0.907 0.099 -1.593
N -0.691402 -6.718887 23.778478 -0.138 -0.934 -0.344
H 2.013862 -7.009520 24.306975 -0.116 0.262 -0.927
H 1.201606 -6.523652 25.653675 -0.247 0.039 0.239
H 2.293504 -5.391198 25.004269 -0.183 0.406 -0.683
H -0.431015 -4.946477 24.524896 0.821 0.723 0.182
H -0.336449 -4.808688 22.170057 0.124 0.603 -1.008
H 1.196882 -5.739741 22.031570 0.317 0.462 -0.058
H 0.440072 -2.826320 24.511273 0.201 -0.586 -0.022
H -0.106096 -2.461101 22.841304 -0.841 -0.021 0.401
H 1.247619 -1.712773 23.421741 0.989 -0.447 0.013
H -0.233571 -7.485071 23.305766 0.326 -0.383 -0.178
H -1.479732 -6.458490 23.203296 -0.243 0.116 -0.062
C 3.823079 -13.261444 25.190133 3.155 -2.688 0.109
C 3.415932 -11.898825 25.106402 -1.019 1.581 0.172
C 4.429144 -10.994113 24.428972 -0.237 0.976 -1.521
O 3.848609 -9.709498 24.266416 -1.364 0.774 2.064
C 4.520208 -8.759317 23.473004 1.636 -1.263 -0.322
N 2.171503 -11.896443 24.369704 -0.949 -0.068 -0.740
H 4.761849 -13.175883 25.737383 0.159 -1.043 0.470
H 4.120921 -13.679915 24.228737 0.059 0.222 -0.444
H 3.169895 -14.046081 25.571977 -0.244 0.623 0.656
H 3.225213 -11.502842 26.103861 -0.104 0.330 0.047
H 4.594865 -11.151294 23.363176 0.444 -1.783 -0.144
H 5.387892 -11.013654 24.947170 0.031 0.320 0.232
H 4.361343 -9.012292 22.424738 -0.551 0.642 -0.212
H 5.580173 -8.976286 23.605288 0.424 0.416 0.165
H 4.351058 -7.726805 23.778623 -0.557 -0.327 -0.132
H 1.544197 -12.557471 24.805164 -0.250 -0.021 0.295
H 2.394134 -12.331465 23.485796 -0.190 0.118 -0.598
```
Forces are in eV/Å.

**Energy**: -59650.1204 eV
**Frontier orbital gap (alpha / beta)**: 0.271 / 0.179 hartree
**<S²>**: 12.0093
**Largest force on an atom**: 4.1 eV/Å
**Lowest unoccupied orbital energy (alpha / beta)**: 0.0 / -2.5 eV
**Charge**: 0
**2S+1**: 7

Löwdin atomic charge list, values in e, 4 entries: Mn 0.89; C -0.10; C -0.42; O -0.37


Question: The lowest energy belongs to which entry?
Answer: C14H37I2OP2ScSi2


Question: What is the formula in the fourth record?
Answer: C14H37MnN2O5